A 2-piece molecular cluster, C7H17BO12PS3 overall at a distorted geometry. Source: the Open Molecules 2025 dataset; level of theory: wB97M-V/def2-TZVPD.

Geometry as ORCA input:
```
! wB97M-V def2-TZVPD RIJCOSX def2/J DEFGRID3
* xyz 1 1
H -4.068 -2.006 4.548
O -4.210 0.520 2.358
H 6.284 -3.431 -1.569
H 1.084 2.159 -0.157
O -3.532 2.478 -1.509
C -0.751 3.339 -2.871
C 4.496 -3.225 -0.347
O -3.388 0.322 -0.209
H -1.307 4.593 -0.812
C -1.821 0.444 -2.370
B -2.912 1.149 -1.375
H -4.350 0.614 -0.030
O 0.820 4.567 -1.122
H -0.085 3.806 -3.746
H 0.615 -0.124 -0.455
H 4.872 -4.321 -2.203
C -1.994 -1.700 3.968
O -3.498 -0.041 4.687
O 4.856 -2.259 -2.460
P 1.047 1.104 -1.134
S 4.584 -1.000 -1.462
H -2.984 -1.635 5.918
S -0.319 1.519 -2.792
O 5.737 -0.130 -1.493
H 3.432 -3.474 -0.420
O 4.604 -1.833 -0.060
C -0.429 4.198 -1.515
S -3.036 0.426 3.194
H -1.365 -0.482 -1.768
O 3.235 -0.529 -1.688
H -1.893 -2.760 3.721
O -2.223 -0.929 2.791
H 4.954 -3.819 0.447
O -2.080 1.501 3.334
H -2.284 -0.043 -3.351
C -3.197 -1.424 4.866
C 5.196 -3.411 -1.691
H -1.874 3.487 -3.247
H -3.588 2.929 -0.595
H -1.067 -1.344 4.430
O 2.440 0.766 -1.812
*
```

Properties
**HOMO**: -10.46 eV
**Gap between HOMO and LUMO**: 6.370 eV
**E_tot**: -2740.0268 hartree
**LUMO level**: -4.090 eV
**Strongest force on any atom**: 15.4 eV Å⁻¹

Atom charges from the Mulliken analysis, given in e for atoms 1 to 2:
1. H 0.2859
2. O -0.5249

***

One molecule with the formula C25H26N2O5S at a distorted geometry. Source: the Open Molecules 2025 dataset; level of theory: wB97M-V/def2-TZVPD.

Geometry as ORCA input:
```
! wB97M-V def2-TZVPD RIJCOSX def2/J DEFGRID3
* xyz 0 1
C -1.928 4.202 0.688
H 1.422 0.661 1.080
O -3.224 2.088 0.445
H 1.747 -4.203 -2.348
H -4.040 3.861 0.916
H 4.353 1.278 -1.074
H -3.275 -3.881 0.405
H -1.085 3.480 -1.018
C 3.550 1.969 -0.867
O 1.313 -0.607 -2.628
H 1.064 0.465 -0.635
H 1.545 -3.054 4.104
H -0.239 0.416 0.568
N -0.948 4.086 -0.217
C -3.135 -2.825 0.232
N -1.021 -0.655 -1.805
C 1.570 3.121 -1.572
H 0.126 -4.692 -1.932
C -1.995 -1.044 -0.929
H 2.973 -3.817 3.407
H -4.648 -2.234 1.636
C 3.463 2.586 0.369
C 2.426 3.463 0.638
O -0.028 -2.609 -3.055
C -2.792 -0.103 -0.240
C 1.532 -3.196 1.968
C 1.137 -3.587 -0.397
H -3.456 3.738 -0.780
H 2.650 1.738 -2.795
C 1.460 -4.046 0.874
H 1.456 -4.709 3.479
H -1.608 -3.114 -1.242
H -0.964 0.341 -1.987
O -2.017 1.818 -1.423
C 1.890 -3.724 3.322
H 0.401 5.094 0.963
H 1.500 -5.528 -1.194
O -1.848 4.830 1.722
C 0.352 4.709 -0.058
C 0.862 -2.228 -0.555
H 1.666 -5.098 1.011
H 0.839 3.334 -2.339
S 0.358 -1.566 -2.154
C 0.982 -1.340 0.510
C -3.743 -0.556 0.680
C 1.473 3.742 -0.332
H 0.423 5.557 -0.754
C 2.599 2.235 -1.839
C -3.239 3.502 0.267
C -2.630 1.335 -0.482
H 1.394 -1.158 2.593
H 4.203 2.382 1.130
C 1.128 -4.562 -1.529
C -2.192 -2.405 -0.679
C -3.911 -1.900 0.923
C 0.794 0.137 0.363
H -4.348 0.174 1.196
H 2.357 3.940 1.605
C 1.309 -1.844 1.763
*
```

Properties
**HOMO**: -8.86 eV
**Gap between HOMO and LUMO**: 8.954 eV
**E_tot**: -1852.2062 hartree
**LUMO level**: 0.092 eV
**Strongest force on any atom**: 1.1 eV Å⁻¹
**Energy above the lowest of the compared OMol25 structures with the same formula, charge and spin**: 0.180 eV

Atom charges from the Mulliken analysis, given in e for atoms 1 to 2:
1. C 0.8083
2. H 0.6914

***

One molecule with the formula C4H3NO2 at a distorted geometry. Source: the Open Molecules 2025 dataset; level of theory: wB97M-V/def2-TZVPD.

Geometry as ORCA input:
```
! wB97M-V def2-TZVPD RIJCOSX def2/J DEFGRID3
* xyz 0 1
H 2.421 0.521 1.169
C 0.361 0.918 0.480
N 0.254 -1.219 -0.404
H -1.999 -0.956 -1.488
C -0.392 -0.097 -0.264
O -2.365 0.991 -1.063
O 1.462 -1.067 0.241
H 0.445 0.728 1.635
C -1.699 -0.011 -0.992
C 1.510 0.190 0.687
*
```

Properties
**HOMO**: -10.05 eV
**Gap between HOMO and LUMO**: 9.868 eV
**E_tot**: -359.2925 hartree
**LUMO level**: -0.179 eV
**Strongest force on any atom**: 2.2 eV Å⁻¹
**Energy above the lowest of the compared OMol25 structures with the same formula, charge and spin**: 4.839 eV

Atom charges from the Mulliken analysis, given in e for atoms 1 to 2:
1. H 0.4983
2. C -0.5039

***

A 4-piece molecular cluster, H9O4 overall at a distorted geometry. Source: the Open Molecules 2025 dataset; level of theory: wB97M-V/def2-TZVPD.

Geometry as ORCA input:
```
! wB97M-V def2-TZVPD RIJCOSX def2/J DEFGRID3
* xyz 1 1
H 0.590 -0.525 0.790
O 2.038 -1.542 1.590
H 2.033 2.477 -0.819
H -4.349 -0.561 -0.561
O -3.848 -0.547 -1.383
H 2.181 -2.489 1.524
O 1.359 1.790 -0.933
H -4.210 -1.329 -1.824
H 2.522 -1.190 2.355
H -0.495 0.307 0.091
O 0.294 0.410 0.654
H 0.771 2.241 -1.553
H 1.113 0.957 0.070
*
```

Properties
**HOMO**: -14.41 eV
**Gap between HOMO and LUMO**: 10.719 eV
**E_tot**: -306.0773 hartree
**LUMO level**: -3.692 eV
**Strongest force on any atom**: 2.2 eV Å⁻¹
**Energy above the lowest of the compared OMol25 structures with the same formula, charge and spin**: 1.339 eV

Atom charges from the Mulliken analysis, given in e for atoms 1 to 2:
1. H 0.4354
2. O -0.6651

***

A 2-piece molecular cluster, C5H12O2 overall at a distorted geometry. Source: the Open Molecules 2025 dataset; level of theory: wB97M-V/def2-TZVPD.

Geometry as ORCA input:
```
! wB97M-V def2-TZVPD RIJCOSX def2/J DEFGRID3
* xyz 0 1
H 4.085 1.256 -0.205
H 2.817 1.058 0.476
O 1.587 2.065 1.230
H -1.374 -0.393 1.197
H 0.095 -0.976 -1.504
C 0.559 1.514 0.934
H -0.931 -2.030 0.858
H 1.021 -1.025 0.040
C -2.348 -1.243 -0.476
H -3.190 -1.651 0.116
H -2.205 -1.954 -1.317
O 3.583 0.519 0.173
H 0.985 1.296 -1.044
H -0.760 1.359 -0.778
C 0.180 0.906 -0.387
C 0.123 -0.632 -0.451
H -0.253 1.354 1.690
C -1.130 -1.070 0.374
H -2.844 -0.354 -0.927
*
```

Properties
**HOMO**: -10.30 eV
**Gap between HOMO and LUMO**: 11.066 eV
**E_tot**: -348.1600 hartree
**LUMO level**: 0.767 eV
**Strongest force on any atom**: 2.6 eV Å⁻¹
**Energy above the lowest of the compared OMol25 structures with the same formula, charge and spin**: 1.219 eV

Atom charges from the Mulliken analysis, given in e for atoms 1 to 2:
1. H 0.2951
2. H 0.3372

***

C21H57O8V as an isolated structure at a distorted geometry. Source: the Open Molecules 2025 dataset; level of theory: wB97M-V/def2-TZVPD.

Geometry as ORCA input:
```
! wB97M-V def2-TZVPD RIJCOSX def2/J DEFGRID3
* xyz 2 5
H 3.932 -3.499 0.736
H -3.205 1.013 -0.954
H -3.701 -2.109 0.517
H -1.237 2.418 -2.616
H 0.877 -3.347 -2.188
H -0.990 0.585 0.179
H 2.111 2.371 2.906
O -2.237 -1.397 -1.532
H 2.195 -3.678 1.088
C 2.093 2.113 1.847
C -1.554 2.600 2.962
C 1.940 -3.587 -2.151
H -1.755 3.419 2.272
H 4.462 -0.176 2.233
C -3.632 -1.060 0.227
H -1.799 -2.037 2.307
H 3.192 -4.736 -0.124
H -1.638 -0.450 -4.636
C -0.777 -2.415 2.346
H 1.466 5.019 -2.322
H -2.737 -0.694 0.730
H 4.259 1.979 1.406
H -1.711 0.166 4.515
H -1.594 -0.970 -0.960
C 2.962 -3.767 0.319
H 3.119 0.205 3.167
H -1.480 -4.374 2.085
H 1.449 2.705 -2.864
V 1.549 0.238 -1.375
H -0.463 3.926 -3.326
H 2.006 4.578 -0.598
C -0.771 -3.877 2.746
H -4.499 -0.759 0.814
H 0.057 2.961 -0.459
H -3.639 0.484 -2.704
H -0.483 -1.384 0.681
C 1.202 4.652 -1.330
H -1.529 4.022 -1.909
H 2.486 -3.443 -3.084
C 0.091 -1.615 3.345
H 0.298 -2.196 -5.380
O 3.103 1.059 0.011
H 3.681 -2.501 -1.275
H -1.434 1.348 5.803
O -0.278 -2.267 0.997
C -2.128 1.036 5.023
H -1.116 -4.077 3.761
H -1.385 1.716 2.348
H 2.028 -1.749 -4.770
H 0.597 5.488 -0.981
H -3.020 0.865 5.626
H 1.926 2.993 1.225
C 0.540 -0.242 -4.405
C 0.394 3.338 -1.424
O -0.301 0.215 -0.406
C -2.555 2.201 4.032
O 1.281 2.470 -1.949
H 1.410 -1.267 -6.302
H -4.865 0.746 -1.429
H 1.153 -1.803 3.189
C -0.802 3.401 -2.433
C 3.409 0.080 2.123
C 2.708 -2.862 -0.942
H -0.685 0.078 -6.123
H 1.931 -4.675 -2.085
H -3.519 2.054 3.544
H -0.559 -0.916 -3.132
O 1.997 -1.718 -0.509
O -2.512 3.301 4.880
H 1.408 -2.008 0.192
C -3.838 0.442 -1.633
H -2.744 3.060 5.780
C 1.104 -1.470 -5.276
O 0.341 -0.596 -3.043
H -0.168 -1.729 4.398
H -0.570 2.841 3.364
H 2.935 -0.838 1.776
H -4.296 -1.678 -1.661
H 3.920 1.030 -0.493
H 1.220 1.512 1.592
C -3.587 -0.968 -1.236
C 3.338 1.401 1.334
H 1.350 0.486 -4.360
H -1.080 1.174 -4.917
H -0.005 -0.550 3.137
C -0.806 0.126 -5.041
H 0.166 -4.435 2.774
*
```

Properties
**HOMO (spin up / spin down)**: -13.53 / -14.27 eV
**Gap between HOMO and LUMO (spin up / spin down)**: 8.442 / 2.465 eV
**E_tot**: -2379.5232 hartree
**LUMO level (spin up / spin down)**: -5.087 / -11.804 eV
**<S²>**: 6.007
**Strongest force on any atom**: 5.4 eV Å⁻¹

Atom charges from the Mulliken analysis, given in e for atoms 1 to 2:
1. H 0.2952
2. H 0.0397